Computed, not measured: a molecular structure, C39H39IN3PTi, with the ωB97M-V functional and the def2-TZVPD basis.

Structure (XYZ):
```
84
Properties=species:S:1:pos:R:3:lowdin_charge:R:1
Ti 0.203 -0.093 1.195 0.58
I 2.753 1.336 1.000 1.20
C 3.811 1.309 -0.877 -0.50
C 4.892 2.140 -0.798 -0.16
C 5.812 2.208 -1.853 -0.04
C 5.618 1.416 -2.941 0.00
C 4.482 0.580 -3.049 -0.14
C 4.338 -0.175 -4.232 0.01
C 3.245 -0.959 -4.436 -0.03
C 2.256 -1.004 -3.448 -0.08
C 2.351 -0.315 -2.255 -0.27
P 0.853 -0.621 -1.215 1.03
C -0.520 -0.441 -2.402 -0.38
C -1.133 -1.512 -3.047 -0.09
C -2.193 -1.276 -3.910 -0.05
C -2.643 0.019 -4.129 -0.05
C -2.040 1.086 -3.479 -0.05
C -0.986 0.857 -2.611 -0.09
C 0.888 -2.425 -0.902 -0.40
C 1.940 -3.291 -1.171 -0.07
C 1.835 -4.634 -0.820 -0.05
C 0.691 -5.115 -0.201 -0.05
C -0.365 -4.254 0.073 -0.05
C -0.262 -2.918 -0.273 -0.15
C 3.495 0.508 -2.004 -0.18
H 5.060 2.744 0.083 0.09
H 6.663 2.870 -1.773 0.12
H 6.327 1.413 -3.759 0.13
H 5.114 -0.102 -4.983 0.13
H 3.126 -1.528 -5.347 0.12
H 1.381 -1.607 -3.639 0.10
H -0.801 -2.529 -2.879 0.11
H -2.670 -2.107 -4.412 0.12
H -3.469 0.194 -4.806 0.12
H -2.394 2.096 -3.642 0.12
H -0.523 1.685 -2.083 0.09
H 2.840 -2.932 -1.650 0.11
H 2.653 -5.306 -1.044 0.12
H 0.611 -6.164 0.051 0.12
H -1.270 -4.628 0.536 0.12
H -1.112 -2.252 -0.115 0.07
N 1.633 -1.877 2.043 0.08
C 0.962 -1.611 3.265 -0.36
C 0.851 -2.505 4.315 0.03
C 0.185 -2.084 5.457 0.01
C -0.353 -0.800 5.502 -0.01
C -0.240 0.010 4.394 -0.08
N 0.399 -0.393 3.285 -0.02
H 1.833 -2.864 1.922 0.12
H 2.522 -1.380 2.011 0.05
H 1.286 -3.493 4.249 0.13
H 0.097 -2.750 6.305 0.13
H -0.861 -0.437 6.383 0.13
H -0.667 1.005 4.368 0.13
C -2.714 -1.168 2.159 -0.04
C -3.588 -0.410 1.159 -0.34
C -3.358 -0.898 -0.275 -0.05
C -3.443 1.102 1.222 -0.13
C -4.600 1.855 1.317 -0.02
C -4.566 3.237 1.310 -0.04
C -3.344 3.884 1.249 -0.02
C -2.148 3.188 1.177 -0.13
C -0.862 4.000 1.183 -0.35
C -0.004 3.694 2.421 -0.07
C -0.081 3.860 -0.133 -0.06
C -2.187 1.764 1.129 -0.21
N -1.045 1.009 1.011 -0.05
H -2.965 -2.229 2.155 0.10
H -2.848 -0.778 3.169 0.10
H -1.651 -1.063 1.898 0.01
H -4.621 -0.641 1.425 0.14
H -2.370 -0.600 -0.622 0.04
H -4.088 -0.454 -0.951 0.10
H -3.458 -1.985 -0.341 0.09
H -5.553 1.344 1.393 0.12
H -5.483 3.807 1.360 0.12
H -3.316 4.967 1.259 0.12
H -1.157 5.047 1.260 0.13
H 0.279 2.642 2.450 0.00
H -0.561 3.926 3.330 0.09
H 0.901 4.303 2.414 0.08
H 0.140 2.817 -0.346 0.01
H 0.854 4.419 -0.078 0.08
H -0.669 4.264 -0.959 0.09
```

## Properties
- E_LUMO (eV) = -6.49
- net charge = +2
- energy above the lowest of the compared OMol25 structures with the same formula, charge and spin (kcal per mole) = 0.0
- gap between HOMO and LUMO (eV) = 6.6
- multiplicity = 1